11
Properties=species:S:1:pos:R:3:forces:R:3:lowdin_spin:R:1 method="wB97M-V/def2-TZVPD" homo_lumo_gap_ev="5.1 / 7.4" homo_energy_ev="-27.85 / -29.92" max_force_ev_per_a=7.04 charge=+4 spin_multiplicity=8 relative_energy_kcal_mol=22.9
H 0.23475 -1.47779 -1.66003 0.4 -2.3 -0.2 0.00
O -3.13650 0.54869 -0.22659 0.9 -1.0 0.3 0.03
C -2.27314 -0.07056 0.11690 -2.8 2.5 -0.3 0.01
C -1.16851 -0.82534 0.57870 1.1 0.1 -1.4 0.08
C 0.11104 -0.73222 -0.19485 2.9 -4.3 4.7 0.00
C 0.82412 -1.91568 -0.63887 -0.7 4.1 -1.4 0.00
H -1.38210 -1.55815 1.36651 0.4 -0.2 0.6 0.00
H 0.64620 -2.76862 0.03166 -1.1 -0.9 -1.1 0.00
H 1.88053 -1.75641 -0.86078 0.1 0.0 -0.1 0.00
O 0.52606 0.17928 0.60106 -2.9 0.4 -1.7 -0.10
Eu 2.31027 1.86660 1.04308 1.5 1.5 0.7 6.99